*1*
Entry from the Open Molecules 2025 dataset: 2 unconnected molecules or ions with the total composition C2H6N2O4 (ωB97M-V/def2-TZVPD).

Last columns: bonded neighbours and bond lengths (Å).
Element x y z (Å)
1 C 1.220 1.231 -0.683  O8 1.410, H9 1.091, H10 1.027, H11 1.018
2 C 0.313 -0.917 0.080  N3 1.349, O7 1.213, O8 1.355
3 N 1.182 -1.138 1.088  C2 1.349, H12 1.009, H13 0.998
4 N -2.142 0.462 0.357  O5 1.178, O6 1.382
5 O -2.693 1.479 0.576  N4 1.178
6 O -2.952 -0.459 -0.279  N4 1.382, H14 0.957
7 O -0.546 -1.736 -0.173  C2 1.213
8 O 0.253 0.205 -0.675  C1 1.410, C2 1.355
9 H 0.706 2.116 -1.060  C1 1.091
10 H 1.968 1.102 -1.375  C1 1.027
11 H 1.601 1.320 0.258  C1 1.018
12 H 1.923 -0.453 1.099  N3 1.009
13 H 1.418 -2.105 1.153  N3 0.998
14 H -2.253 -1.107 -0.366  O6 0.957

Output
LUMO (Ha): 0.01822
Charge: 0

*2*
Entry from the Open Molecules 2025 dataset: 2 unconnected molecules or ions with the total composition C2H6N2O4 (ωB97M-V/def2-TZVPD).

Last columns: bonded neighbours and bond lengths (Å).
Element x y z (Å)
1 C 2.016 -2.509 -2.004  N2 1.489, H5 1.090, H6 1.090, H7 1.090
2 N 0.888 -2.287 -2.950  C1 1.489, O3 1.263, O4 1.202
3 O -0.175 -2.952 -2.793  N2 1.263
4 O 1.032 -1.397 -3.745  N2 1.202
5 H 2.000 -3.541 -1.656  C1 1.090
6 H 1.880 -1.831 -1.162  C1 1.090
7 H 2.926 -2.061 -2.404  C1 1.090
8 C -1.559 1.800 2.080  N9 1.557, H12 1.090, H13 1.090, H14 1.090
9 N -1.489 3.164 2.828  C8 1.557, O10 1.159, O11 1.231
10 O -0.423 3.411 3.210  N9 1.159
11 O -2.557 3.751 3.004  N9 1.231
12 H -2.279 1.743 1.264  C8 1.090
13 H -1.675 0.936 2.734  C8 1.090
14 H -0.584 1.773 1.595  C8 1.090

Output
LUMO (Ha): -0.00389
Charge: 0

Quick ranking, most stable first: *1*, *2*.

*1*
Entry from the Open Molecules 2025 dataset: 3 unconnected molecules or ions with the total composition C4H10 (ωB97M-V/def2-TZVPD).

Last columns: bonded neighbours and bond lengths (Å).
Element x y z (Å)
1 C -1.825 0.460 0.521  C2 1.370, H5 1.080, H6 1.084
2 C -0.879 -0.273 -0.147  C1 1.370, C3 1.412, H7 1.087
3 C -0.286 -1.514 0.168  C2 1.412, H9 1.086, H11 1.083
4 C 1.936 1.157 -0.234  H8 1.081, H12 1.089, H13 1.096, H14 1.084
5 H -2.177 1.388 0.095  C1 1.080
6 H -2.235 -0.009 1.407  C1 1.084
7 H -0.390 0.181 -1.005  C2 1.087
8 H 1.541 0.809 -1.178  C4 1.081
9 H 0.704 -1.716 -0.228  C3 1.086
10 H -2.080 -1.895 -0.806  no bonds
11 H -0.574 -2.091 1.038  C3 1.083
12 H 2.922 1.599 -0.371  C4 1.089
13 H 2.059 0.207 0.299  C4 1.096
14 H 1.282 1.698 0.440  C4 1.084

Output
⟨S²⟩: 0.76
LUMO (spin up / spin down) (Ha): 0.15006 / 0.14931
Multiplicity: 2
Charge: -1

*2*
Entry from the Open Molecules 2025 dataset: 2 unconnected molecules or ions with the total composition C4H10 (ωB97M-V/def2-TZVPD).

Last columns: bonded neighbours and bond lengths (Å).
Element x y z (Å)
1 C 2.745 0.990 -0.033  C2 1.526, H3 1.088, H4 1.094, H5 1.093
2 C 1.611 1.415 0.896  C1 1.526, H6 1.091, H7 1.093, H8 1.101
3 H 2.352 0.335 -0.806  C1 1.088
4 H 3.307 1.795 -0.515  C1 1.094
5 H 3.500 0.432 0.526  C1 1.093
6 H 0.730 1.803 0.382  C2 1.091
7 H 1.912 2.094 1.697  C2 1.093
8 H 1.282 0.476 1.367  C2 1.101
9 C -2.830 -1.081 -0.012  C10 1.333, H11 1.081, H12 1.078
10 C -2.090 -1.626 -0.978  C9 1.333, H13 1.084, H14 1.078
11 H -2.625 -1.369 1.010  C9 1.081
12 H -3.498 -0.276 -0.272  C9 1.078
13 H -1.258 -2.308 -0.844  C10 1.084
14 H -2.423 -1.465 -1.990  C10 1.078

Output
⟨S²⟩: 0.75
LUMO (spin up / spin down) (Ha): 0.16036 / 0.16533
Multiplicity: 2
Charge: -1

Quick ranking, most stable first: *2*, *1*.

*1*
Entry from the Open Molecules 2025 dataset: a gas-phase ion, C7H15FNOS (charge +1) (ωB97M-V/def2-TZVPD).

Last columns: bonded neighbours and bond lengths (Å).
Element x y z (Å)
1 C 2.540 0.641 0.362  C2 1.475, C3 1.591, H12 1.094, H13 1.178
2 C 1.988 -0.591 0.955  C1 1.475, C4 1.639, H14 1.112, H15 1.020
3 C 2.126 0.685 -1.174  C1 1.591, C5 1.538, H16 1.095, H17 1.097
4 C 0.364 -0.716 0.772  C2 1.639, C6 1.453, H18 1.075, H19 1.114
5 C 0.588 0.725 -1.168  C3 1.538, C6 1.455, H20 1.118, H21 1.107
6 C 0.060 -0.521 -0.635  C4 1.453, C5 1.455, S11 1.875, H22 1.058
7 C -2.934 0.301 1.666  N8 1.411, H23 1.095, H24 1.060, H25 1.081
8 N -2.749 -0.399 0.455  C7 1.411, S11 1.490
9 O -2.139 -1.491 -1.676  S11 1.583, H26 0.962
10 F -2.139 0.967 -1.814  S11 1.725
11 S -1.801 -0.298 -0.691  C6 1.875, N8 1.490, O9 1.583, F10 1.725
12 H 2.338 1.619 0.809  C1 1.094
13 H 3.714 0.559 0.415  C1 1.178
14 H 2.387 -1.548 0.552  C2 1.112
15 H 2.124 -0.566 1.966  C2 1.020
16 H 2.389 1.648 -1.622  C3 1.095
17 H 2.242 -0.210 -1.799  C3 1.097
18 H 0.139 -1.677 1.197  C4 1.075
19 H -0.004 0.135 1.389  C4 1.114
20 H 0.226 1.577 -0.543  C5 1.118
21 H 0.243 0.970 -2.191  C5 1.107
22 H 0.181 -1.362 -1.267  C6 1.058
23 H -3.726 -0.251 2.182  C7 1.095
24 H -2.026 0.060 2.157  C7 1.060
25 H -3.057 1.368 1.540  C7 1.081
26 H -3.077 -1.626 -1.835  O9 0.962

Output
LUMO (Ha): -0.17011
Charge: +1

*2*
Entry from the Open Molecules 2025 dataset: a gas-phase ion, C7H15FNOS (charge +1) (ωB97M-V/def2-TZVPD).

Last columns: bonded neighbours and bond lengths (Å).
Element x y z (Å)
1 F -2.260 1.049 -2.588  C2 1.398
2 C -1.097 1.774 -2.316  F1 1.398, C3 1.519, H12 1.091, H13 1.093
3 C -0.426 1.168 -1.095  C2 1.519, C4 1.531, H14 1.093, H15 1.097
4 C -0.044 -0.290 -1.360  C3 1.531, C5 1.526, H16 1.093, H17 1.094
5 C 0.371 -1.106 -0.139  C4 1.526, S6 1.835, C7 1.544, N11 1.541
6 S 1.222 -2.658 -0.620  C5 1.835, H18 1.339
7 C -0.800 -1.361 0.835  C5 1.544, O8 1.405, H19 1.096, H20 1.088
8 O -0.408 -1.207 2.176  C7 1.405, C9 1.409
9 C -0.151 0.154 2.439  O8 1.409, C10 1.530, H21 1.087, H22 1.095
10 C 1.167 0.559 1.777  C9 1.530, N11 1.521, H23 1.087, H24 1.087
11 N 1.493 -0.360 0.610  C5 1.541, C10 1.521, H25 1.021, H26 1.022
12 H -1.382 2.812 -2.137  C2 1.091
13 H -0.455 1.723 -3.199  C2 1.093
14 H -1.115 1.254 -0.251  C3 1.093
15 H 0.454 1.782 -0.869  C3 1.097
16 H -0.898 -0.811 -1.802  C4 1.093
17 H 0.756 -0.332 -2.105  C4 1.094
18 H 0.110 -3.287 -1.018  S6 1.339
19 H -1.627 -0.677 0.609  C7 1.096
20 H -1.156 -2.382 0.712  C7 1.088
21 H -0.070 0.283 3.515  C9 1.087
22 H -0.981 0.770 2.077  C9 1.095
23 H 1.996 0.448 2.471  C10 1.087
24 H 1.154 1.582 1.408  C10 1.087
25 H 2.007 0.178 -0.089  N11 1.021
26 H 2.140 -1.068 0.960  N11 1.022

Output
LUMO (Ha): -0.12127
Charge: +1

Quick ranking, most stable first: *2*, *1*.